A 2-piece molecular cluster, C3H4NO overall. Source: the OMol25 dataset; level of theory: ωB97M-V with the def2-TZVPD basis set.

## Properties
ΔE to the lowest compared entry with this formula, charge and spin   2.8629 eV
E_tot   -246.51168 Ha
HOMO (spin up / spin down)   -0.0658 / -0.0925 hartree

Structure (ORCA input):
```
! RIJCOSX wB97M-V def2-TZVPD def2/J DEFGRID3
* xyz -1 1
C 0.25836 0.46334 -2.46068
C -0.14431 0.31727 -1.28916
C -0.60702 0.40284 0.00392
N 0.28499 -1.17803 1.74882
O 0.03429 -0.54264 2.84116
H 0.14316 1.04193 -3.36409
H -1.44025 -0.16379 0.38632
H 0.17800 0.75396 0.64850
H 1.29278 -1.09488 1.48521
*
```